{
  "formula": "C16H26Cl4Mg3O12",
  "method": "ωB97M-V with the def2-TZVPD basis set",
  "total_energy_ev": -108025.5566,
  "relative_energy_ev": 0.0000,
  "homo_lumo_gap_ev": 9.76,
  "symbols": ["Mg", "Mg", "Mg", "C", "C", "O", "O", "H", "H", "H", "C", "C", "O", "O", "H", "H", "H", "C", "C", "O", "O", "H", "H", "H", "C", "C", "O", "O", "H", "H", "H", "C", "C", "O", "O", "H", "H", "H", "C", "C", "O", "O", "H", "H", "H", "Cl", "C", "C", "Cl", "H", "H", "H", "H", "Cl", "C", "C", "Cl", "H", "H", "H", "H"],
  "positions_angstrom": [[-1.384, -1.672, -2.136], [1.123, 0.492, 3.000], [0.569, -2.453, 0.769], [-4.084, 0.053, -4.065], [-2.790, -0.404, -3.474], [-2.316, 0.100, -2.411], [-2.211, -1.424, -3.950], [-4.878, -0.606, -3.707], [-4.133, -0.048, -5.149], [-4.340, 1.077, -3.801], [-1.343, 2.559, 5.037], [-0.439, 1.730, 4.189], [-0.254, 0.503, 4.431], [0.232, 2.247, 3.237], [-2.189, 3.007, 4.518], [-0.788, 3.404, 5.453], [-1.728, 2.004, 5.890], [1.947, -4.347, -2.828], [1.005, -3.541, -1.996], [0.016, -3.005, -2.543], [1.232, -3.477, -0.752], [2.980, -4.256, -2.489], [1.935, -4.049, -3.875], [1.699, -5.408, -2.772], [-3.526, -4.051, 0.702], [-2.389, -3.249, 0.141], [-2.561, -2.669, -0.963], [-1.320, -3.196, 0.804], [-4.440, -3.452, 0.638], [-3.377, -4.355, 1.732], [-3.750, -4.911, 0.068], [3.397, -3.063, 3.960], [2.417, -2.168, 3.255], [2.359, -0.947, 3.568], [1.678, -2.681, 2.379], [2.859, -3.960, 4.257], [3.868, -2.583, 4.814], [4.206, -3.319, 3.275], [-0.489, 1.310, -0.190], [0.015, -0.048, 0.152], [0.402, -0.339, 1.332], [-0.088, -1.000, -0.658], [-0.162, 2.072, 0.519], [-1.579, 1.287, -0.180], [-0.150, 1.608, -1.181], [2.650, 2.688, -1.321], [4.187, 2.678, -0.422], [3.981, 2.963, 1.049], [2.980, 1.680, 1.767], [4.879, 3.364, -0.906], [4.616, 1.683, -0.543], [3.446, 3.894, 1.219], [4.955, 3.007, 1.532], [-0.545, 3.086, -4.275], [-1.541, 4.184, -3.286], [-0.714, 4.657, -2.113], [-1.736, 5.611, -0.972], [-2.374, 3.599, -2.910], [-1.814, 5.021, -3.919], [0.135, 5.276, -2.389], [-0.338, 3.835, -1.509]],
  "forces_ev_per_angstrom": [[0.73, -0.38, 0.10], [-0.28, -0.99, -0.02], [-0.80, -0.44, -0.14], [-0.53, 0.35, -0.40], [0.31, -0.63, 0.04], [-0.52, 0.75, 0.13], [-0.42, 0.01, -0.43], [0.12, 0.03, 0.26], [0.40, -0.03, 0.02], [0.10, -0.03, 0.16], [-0.27, 0.51, 0.78], [0.29, -0.27, -0.17], [-0.47, 0.00, 0.53], [-0.21, 0.72, 0.05], [0.12, -0.20, -0.37], [0.15, -0.06, -0.21], [0.03, -0.25, -0.18], [0.75, -0.20, -0.57], [-0.53, 0.23, 0.60], [0.25, -0.10, -0.40], [0.64, -0.17, 0.06], [-0.13, 0.06, 0.27], [-0.30, 0.01, 0.04], [-0.17, 0.03, 0.06], [-0.85, 0.15, -0.17], [0.46, 0.10, -0.06], [-0.41, -0.22, 0.27], [0.37, 0.11, 0.44], [0.14, 0.08, 0.08], [0.21, -0.07, -0.02], [0.31, -0.09, 0.03], [0.16, 0.11, 0.07], [-0.30, 0.41, -0.14], [0.21, 0.33, 0.01], [0.09, -0.44, -0.27], [0.20, -0.13, 0.00], [-0.25, 0.10, 0.07], [-0.19, -0.19, -0.14], [0.43, 0.69, 0.10], [-1.10, -0.05, 0.15], [0.49, 0.16, -0.05], [0.39, 0.55, -0.09], [0.04, -0.21, 0.14], [-0.03, -0.14, -0.17], [-0.20, -0.24, -0.13], [0.05, 0.13, -0.10], [0.04, -0.60, -0.10], [0.08, 0.73, -0.54], [0.74, -0.29, -0.10], [-0.15, 0.32, 0.22], [-0.11, 0.00, 0.03], [0.03, 0.02, -0.04], [-0.14, -0.23, 0.27], [0.14, -0.10, -0.09], [0.44, -0.06, 0.37], [0.12, 0.09, 0.60], [0.06, -0.01, -0.28], [-0.24, 0.17, -0.23], [-0.35, -0.06, 0.03], [-0.12, 0.06, -0.18], [-0.04, -0.14, -0.19]],
  "nbo_charge": [1.797, 1.782, 1.816, -0.721, 0.765, -0.845, -0.810, 0.244, 0.234, 0.221, -0.726, 0.770, -0.808, -0.854, 0.244, 0.239, 0.235, -0.723, 0.837, -0.829, -0.886, 0.224, 0.228, 0.239, -0.725, 0.838, -0.853, -0.863, 0.232, 0.226, 0.237, -0.722, 0.847, -0.864, -0.866, 0.240, 0.228, 0.238, -0.748, 0.854, -0.921, -0.843, 0.241, 0.276, 0.247, -0.049, -0.397, -0.358, -0.104, 0.236, 0.227, 0.237, 0.235, -0.058, -0.387, -0.366, -0.079, 0.232, 0.224, 0.220, 0.217]
}

=====

{
  "formula": "C16H26Cl6F8O3",
  "method": "ωB97M-V with the def2-TZVPD basis set",
  "total_energy_ev": -120028.1797,
  "smiles": "FC(F)C(F)(F)COC(F)(F)C(F)F.C1CCOC1.C1CCOC1.ClCCl.ClCCl.ClCCl",
  "homo_lumo_gap_ev": 10.10,
  "symbols": ["F", "C", "F", "C", "F", "F", "C", "O", "C", "F", "F", "C", "F", "F", "H", "H", "H", "H", "C", "C", "C", "O", "C", "H", "H", "H", "H", "H", "H", "H", "H", "C", "C", "C", "O", "C", "H", "H", "H", "H", "H", "H", "H", "H", "Cl", "C", "Cl", "H", "H", "Cl", "C", "Cl", "H", "H", "Cl", "C", "Cl", "H", "H"],
  "positions_angstrom": [[-2.135, 2.455, 1.304], [-2.476, 1.119, 1.319], [-3.729, 1.000, 1.871], [-2.357, 0.375, 0.031], [-3.119, 0.851, -0.880], [-2.669, -0.940, 0.208], [-0.943, 0.410, -0.589], [-0.067, -0.440, 0.103], [1.102, 0.199, 0.671], [1.571, 1.215, -0.173], [0.750, 0.867, 1.801], [2.120, -0.912, 0.977], [2.532, -1.549, -0.119], [3.192, -0.451, 1.515], [-1.870, 0.593, 2.058], [-0.568, 1.429, -0.689], [-1.027, 0.027, -1.606], [1.775, -1.699, 1.648], [-0.244, 3.708, -4.636], [-1.683, 3.725, -4.211], [-1.558, 4.231, -2.771], [-0.288, 3.856, -2.318], [0.656, 3.992, -3.379], [0.040, 4.484, -5.348], [0.108, 2.779, -5.084], [-2.186, 2.760, -4.162], [-2.334, 4.253, -4.907], [-2.342, 3.779, -2.163], [-1.703, 5.307, -2.667], [1.468, 3.265, -3.362], [0.983, 5.032, -3.397], [0.032, -4.682, -0.144], [0.935, -4.720, 1.060], [0.435, -5.926, 1.854], [-0.943, -5.614, 1.765], [-1.298, -5.117, 0.457], [0.397, -5.421, -0.857], [-0.106, -3.705, -0.606], [1.004, -3.829, 1.684], [1.991, -4.843, 0.822], [0.715, -5.878, 2.907], [0.634, -6.925, 1.467], [-1.819, -4.160, 0.483], [-1.857, -5.777, -0.206], [6.057, -1.364, 0.250], [5.492, -0.104, -0.970], [6.887, 0.807, -1.586], [5.098, -0.626, -1.842], [4.803, 0.597, -0.499], [-7.067, 3.234, 0.571], [-7.006, 3.110, 2.342], [-5.313, 3.262, 2.852], [-7.665, 3.866, 2.770], [-7.265, 2.085, 2.608], [5.403, -0.167, 5.674], [4.593, -0.719, 4.216], [3.857, -2.317, 4.411], [3.727, -0.067, 4.103], [5.281, -0.720, 3.370]],
  "forces_ev_per_angstrom": [[-0.33, -1.35, -0.71], [-0.27, -0.06, 3.00], [0.16, 0.22, -0.96], [2.99, -0.85, -0.11], [-2.72, 1.47, -2.35], [-0.29, 0.09, 0.58], [-0.27, 0.37, -0.20], [2.99, 0.86, 1.40], [-2.45, 0.65, -1.54], [-0.09, -1.86, 0.93], [0.34, -0.58, -0.24], [-1.34, -1.66, -0.13], [-0.35, -0.21, -1.70], [2.58, 2.24, 1.63], [0.63, 0.28, -0.12], [-0.13, 0.09, 0.24], [-0.28, -0.11, 0.02], [-1.05, 0.29, 0.11], [2.23, 0.01, -0.77], [-0.46, -0.19, 0.27], [-1.10, 0.42, -0.17], [0.78, -0.85, 0.91], [-2.26, 0.00, -0.90], [-0.51, 0.04, -0.30], [-0.35, -0.15, -0.05], [0.58, -0.42, -0.06], [0.16, 0.65, 0.33], [0.29, -0.13, 0.35], [0.16, 0.33, -0.22], [-0.02, 0.23, 0.68], [0.48, -0.05, 0.00], [0.10, -0.32, -0.27], [2.74, -0.54, 0.18], [-0.81, 1.70, -0.27], [-2.38, -0.74, 0.03], [1.05, 0.84, 0.10], [0.05, 0.20, -0.25], [0.46, -0.09, -0.14], [-0.89, 0.05, 0.15], [0.18, -0.16, -0.56], [-0.04, -0.09, -0.03], [0.32, 0.05, -0.34], [-0.78, -0.33, 0.96], [0.00, -0.51, 0.47], [-0.55, 0.90, -0.80], [0.81, -0.58, 0.19], [-0.13, 0.05, 0.16], [-0.23, -0.01, 0.49], [0.10, -0.38, -0.01], [-0.30, 0.05, -0.01], [0.48, -0.60, -0.32], [-0.29, 0.52, 0.39], [0.35, -0.15, 0.04], [-0.36, 0.35, -0.03], [0.33, -0.05, 0.15], [-0.77, 0.31, 0.08], [0.17, -0.35, -0.08], [0.46, 0.10, -0.40], [-0.20, -0.01, 0.19]],
  "nbo_charge": [-0.322, 0.507, -0.328, 0.598, -0.297, -0.324, -0.145, -0.514, 0.845, -0.331, -0.323, 0.504, -0.322, -0.311, 0.150, 0.236, 0.210, 0.162, -0.435, -0.447, -0.065, -0.537, -0.061, 0.207, 0.208, 0.206, 0.222, 0.190, 0.161, 0.190, 0.164, -0.436, -0.422, -0.066, -0.539, -0.075, 0.202, 0.217, 0.197, 0.207, 0.193, 0.167, 0.178, 0.176, -0.067, -0.361, -0.026, 0.227, 0.227, -0.036, -0.390, -0.023, 0.226, 0.224, -0.016, -0.401, -0.040, 0.223, 0.235]
}

=====

{
  "formula": "C16H26ClO4PSeSiSn",
  "method": "ωB97M-V with the def2-TZVPD basis set",
  "total_energy_ev": -126055.6129,
  "relative_energy_ev": 1.3449,
  "homo_lumo_gap_ev": [5.53, 6.13],
  "total_charge": 2,
  "symbols": ["Sn", "C", "C", "C", "C", "Cl", "C", "C", "C", "O", "C", "C", "O", "O", "H", "H", "H", "H", "H", "H", "H", "H", "C", "P", "C", "C", "H", "H", "H", "H", "H", "H", "H", "H", "H", "O", "C", "C", "Si", "C", "C", "Se", "H", "H", "H", "H", "H", "H", "H", "H", "H"],
  "positions_angstrom": [[1.520, 0.632, -0.667], [-4.860, -1.510, 3.241], [-5.150, -0.213, 2.480], [-6.370, 0.088, 2.072], [-6.671, 1.272, 1.295], [-8.263, 1.586, 0.966], [-5.589, 2.146, 0.945], [-4.345, 1.864, 1.301], [-4.108, 0.639, 2.006], [-2.933, 0.252, 2.387], [-1.636, 0.976, 2.188], [-0.887, 0.403, 0.995], [-1.436, -0.361, 0.185], [0.368, 0.801, 1.015], [-5.814, -1.945, 3.394], [-4.441, -1.281, 4.206], [-4.187, -2.097, 2.565], [-7.219, -0.547, 2.300], [-5.934, 3.070, 0.399], [-3.540, 2.465, 1.022], [-1.069, 0.756, 3.141], [-1.792, 2.046, 2.051], [-0.468, -1.994, -2.382], [0.924, -1.773, -1.346], [2.470, -2.517, -2.122], [0.670, -2.666, 0.183], [-0.544, -3.017, -2.557], [-0.475, -1.366, -3.225], [-1.313, -1.732, -1.788], [2.347, -3.509, -2.230], [3.279, -2.468, -1.349], [2.909, -1.986, -2.974], [0.588, -3.736, -0.055], [-0.289, -2.360, 0.689], [1.486, -2.483, 0.867], [-2.109, 1.823, -3.395], [-1.522, 0.979, -2.899], [6.702, 1.398, 0.273], [5.291, 1.119, -0.817], [5.399, -0.197, -2.203], [4.634, 2.733, -1.516], [3.587, 0.400, 0.649], [7.570, 1.584, -0.428], [6.949, 0.634, 0.984], [6.684, 2.366, 0.863], [5.899, 0.114, -3.181], [4.397, -0.383, -2.491], [5.848, -1.188, -1.885], [5.213, 3.088, -2.411], [4.628, 3.483, -0.813], [3.600, 2.610, -1.927]],
  "forces_ev_per_angstrom": [[0.23, 0.07, -0.37], [0.65, 1.41, -1.66], [1.39, -1.16, 0.17], [-2.76, 1.08, -1.13], [1.53, -1.09, 1.21], [-0.29, 0.34, -0.36], [-3.47, 1.65, -1.24], [0.40, -1.85, 0.61], [0.61, 0.84, 0.51], [1.97, 0.32, 0.03], [-0.76, -0.92, 0.99], [-0.54, -1.12, -0.61], [1.24, 1.63, 1.18], [-1.38, -0.30, -0.18], [-0.63, -0.91, 0.09], [0.55, -0.14, 0.26], [-0.55, 0.13, 1.05], [0.09, 0.00, 0.14], [0.93, -0.97, 0.56], [1.08, 0.95, -0.36], [-0.66, 0.42, -1.13], [0.03, -0.06, 0.21], [-0.23, 0.51, 0.96], [2.13, 0.10, -0.12], [0.81, 3.82, 2.09], [-1.36, -0.41, 0.48], [-0.12, -1.84, -0.90], [0.21, 0.39, -1.24], [-0.77, 0.36, 0.51], [-0.74, -3.47, -1.03], [-0.69, 0.28, -0.27], [-0.68, -0.26, -0.08], [0.17, 0.19, 0.18], [0.98, -0.20, -0.71], [0.35, -0.08, 0.13], [1.22, -1.85, 1.11], [-1.23, 2.05, -1.12], [1.69, 1.96, 0.12], [-0.78, 0.01, -1.35], [1.90, -0.14, -0.12], [-0.30, -1.72, -2.91], [0.21, -0.09, 0.23], [-0.58, -0.51, 0.69], [0.24, -0.60, 0.12], [-0.47, -1.03, -0.69], [-0.32, -0.13, 1.50], [-1.23, -0.30, -0.26], [-0.45, 1.17, -0.25], [-0.19, -0.36, 0.85], [-0.07, 1.78, 1.70], [0.65, 0.05, 0.42]],
  "nbo_charge": [1.169, -0.617, 0.000, -0.190, 0.047, 0.240, -0.187, -0.214, 0.469, -0.398, -0.179, 0.773, -0.641, -0.818, 0.237, 0.248, 0.244, 0.251, 0.267, 0.232, 0.268, 0.231, -0.975, 1.031, -0.910, -0.983, 0.261, 0.274, 0.284, 0.249, 0.266, 0.268, 0.270, 0.284, 0.273, -0.456, 0.479, -1.193, 1.541, -1.121, -1.115, -0.467, 0.276, 0.270, 0.281, 0.274, 0.210, 0.261, 0.269, 0.249, 0.224]
}